(1)
20
Properties=species:S:1:pos:R:3:nbo_charge:R:1 method="wB97M-V/def2-TZVPD" total_charge=+1 lumo_energy_ev="-5.387 / -5.388" de_lowest_kcal_mol=194.4 orbital_gap_ev="7.11 / 7.11"
C -2.379 -1.443 0.417 -0.4839
C 3.704 0.719 0.238 -0.2149
C 3.628 -0.638 -0.209 -0.2068
C 1.141 0.193 -0.106 0.0437
C -2.060 0.084 0.379 -0.3293
C -1.397 -0.821 -0.420 0.2329
C -3.124 0.929 -0.188 -0.6021
N 2.412 0.166 -0.167 -0.3610
H -2.168 -1.876 1.413 0.3070
H -3.048 -1.775 -0.340 0.2742
H 3.869 1.005 1.189 0.2296
H 3.983 1.414 -0.468 0.2249
H 3.901 -0.833 -1.175 0.2273
H 3.678 -1.578 0.492 0.2448
H 0.657 1.281 0.185 0.1494
H -0.955 -0.951 -1.433 0.2681
H -1.537 0.673 1.163 0.3015
H -3.706 1.546 0.630 0.2491
H -3.797 0.275 -0.575 0.2094
H -2.805 1.629 -1.026 0.2360



(2)
91
Properties=species:S:1:pos:R:3:nbo_charge:R:1 method="wB97M-V/def2-TZVPD" lumo_energy_ev=0.414 de_lowest_kcal_mol=0.6 orbital_gap_ev=7.76
C -6.358 -4.602 -0.014 -0.6076
C -5.435 -3.856 0.944 -0.3883
C -4.327 -3.079 0.233 -0.4001
C -3.334 -3.981 -0.499 -0.4036
H -3.838 -4.457 -1.341 0.2095
H -2.990 -4.778 0.162 0.1973
C -2.148 -3.196 -1.060 -0.4316
C -1.177 -2.635 -0.060 0.1164
C -1.207 -3.010 1.241 -0.3873
C -0.339 -2.451 2.244 0.7514
O -0.334 -2.747 3.417 -0.5805
O 0.529 -1.484 1.826 -0.4798
C 0.612 -1.081 0.540 0.3581
C 1.533 -0.062 0.293 -0.0321
C 1.673 0.397 -1.014 0.4217
C 0.938 -0.193 -2.042 -0.4412
C 0.026 -1.202 -1.792 0.3551
C -0.192 -1.655 -0.468 -0.1839
O -0.685 -1.796 -2.790 -0.5023
C -0.481 -1.394 -4.123 -0.2505
H -1.141 -2.025 -4.717 0.2039
H 0.554 -1.556 -4.442 0.1804
H -0.754 -0.345 -4.277 0.1786
H 1.080 0.152 -3.051 0.2282
O 2.537 1.422 -1.210 -0.5155
C 2.842 1.833 -2.519 -0.2502
H 1.970 2.267 -3.023 0.1737
H 3.609 2.598 -2.411 0.2069
H 3.241 1.010 -3.119 0.1820
C 2.364 0.516 1.415 -0.2821
C 3.826 0.449 1.030 -0.0588
C 4.673 1.543 0.948 -0.1817
C 5.999 1.403 0.587 -0.3055
C 6.547 0.153 0.280 0.2489
C 5.689 -0.950 0.369 -0.3195
C 4.368 -0.796 0.732 -0.1261
H 3.737 -1.673 0.793 0.2011
H 6.047 -1.944 0.158 0.2105
N 7.862 0.018 -0.132 -0.4404
C 8.447 -1.301 -0.172 -0.4020
H 9.482 -1.225 -0.500 0.2036
H 8.428 -1.801 0.805 0.1822
H 7.916 -1.925 -0.893 0.1983
C 8.771 1.122 0.070 -0.4019
H 8.450 1.985 -0.516 0.1971
H 9.763 0.839 -0.275 0.2038
H 8.842 1.420 1.124 0.1824
H 6.608 2.292 0.547 0.2089
H 4.308 2.535 1.166 0.2080
C 1.871 1.918 1.790 -0.3912
H 2.503 2.306 2.591 0.2151
H 1.964 2.578 0.929 0.2061
C 0.431 1.908 2.307 -0.2138
N -0.550 1.558 1.293 -0.4638
C -1.811 1.137 1.878 -0.2397
C -2.754 0.673 0.764 -0.2195
N -2.993 1.711 -0.214 -0.4613
C -4.014 2.636 -0.038 0.2661
C -4.318 3.541 -1.064 -0.2777
C -5.365 4.431 -0.949 -0.1912
C -6.158 4.448 0.186 -0.2640
C -5.884 3.550 1.201 -0.1729
C -4.831 2.660 1.098 -0.3134
H -4.648 1.989 1.922 0.2100
H -6.491 3.544 2.095 0.2088
H -6.976 5.146 0.274 0.2105
H -5.569 5.115 -1.761 0.2091
H -3.740 3.535 -1.976 0.2036
C -1.725 2.137 -0.768 -0.2109
C -0.784 2.623 0.339 -0.2439
H 0.168 2.917 -0.106 0.2034
H -1.232 3.512 0.825 0.1690
H -1.870 2.935 -1.494 0.2058
H -1.267 1.277 -1.267 0.2017
H -3.698 0.316 1.173 0.2119
H -2.276 -0.157 0.233 0.2059
H -1.622 0.308 2.563 0.2103
H -2.285 1.958 2.447 0.1675
H 0.357 1.162 3.102 0.2055
H 0.203 2.896 2.750 0.1684
H 2.223 -0.128 2.289 0.2451
H -1.902 -3.742 1.616 0.2319
H -1.584 -3.834 -1.745 0.2346
H -2.540 -2.369 -1.655 0.2303
H -3.793 -2.480 0.974 0.2062
H -4.776 -2.386 -0.483 0.1964
H -6.031 -3.153 1.531 0.2007
H -4.987 -4.567 1.642 0.1938
H -6.779 -3.916 -0.746 0.2000
H -5.822 -5.386 -0.543 0.1995
H -7.176 -5.063 0.534 0.2104



(3)
16
Properties=species:S:1:pos:R:3:nbo_charge:R:1 method="wB97M-V/def2-TZVPD" smiles=Cc1ccc[nH]1.O lumo_energy_ev=0.926 de_lowest_kcal_mol=22.9 orbital_gap_ev=9.24
C -0.628 -0.787 -1.226 -0.2904
C 0.491 -1.532 -1.043 -0.0865
N 0.893 -1.334 0.271 -0.5023
C 0.100 -0.416 0.887 0.1578
C -0.891 -0.080 -0.021 -0.3666
C 0.509 0.176 2.206 -0.6462
H -1.165 -0.730 -2.156 0.2207
H 1.151 -2.046 -1.716 0.2116
H 1.833 -1.539 0.567 0.4029
H -1.839 0.347 0.279 0.2271
H 0.175 1.217 2.232 0.2344
H 1.600 0.225 2.236 0.2177
H 0.016 -0.309 3.047 0.2263
H -0.893 2.921 -1.988 0.4643
H -0.554 2.057 -0.770 0.4811
O -0.447 2.948 -1.134 -0.9520



(4)
19
Properties=species:S:1:pos:R:3:nbo_charge:R:1 method="wB97M-V/def2-TZVPD" total_charge=+1 lumo_energy_ev=-4.500 de_lowest_kcal_mol=16.1 orbital_gap_ev=9.06
C 1.533 -1.818 -1.904 0.5338
C -0.855 1.519 2.064 0.3805
N -0.239 0.423 1.637 -0.2017
N -0.689 -0.494 0.758 -0.3527
N 1.361 -1.007 -1.070 -0.5135
N 1.854 -2.851 -2.630 -0.8268
N -1.906 2.135 1.582 -0.6686
N 1.016 -0.162 2.577 0.6909
N -1.924 -1.131 0.815 0.6572
O 1.422 0.722 3.212 -0.2470
O 1.234 -1.289 2.308 -0.2121
O -2.650 -0.665 1.677 -0.4105
O -2.149 -1.876 -0.058 -0.2930
H -0.246 2.073 2.821 0.2644
H 0.088 -0.719 0.100 0.4614
H 2.750 -2.967 -2.858 0.4182
H 1.086 -3.540 -3.012 0.4529
H -2.099 2.945 2.134 0.4241
H -2.537 2.031 0.868 0.4426



no.,calculated total energy (Eh)
1,-328.1189
2,-1903.3189
3,-325.9011
4,-763.5035